{"formula": "C38H56BN9RuS4", "method": "ωB97M-V/def2-TZVPD", "species": ["Ru", "C", "C", "C", "C", "N", "C", "C", "N", "B", "N", "C", "C", "N", "C", "S", "C", "C", "C", "C", "N", "C", "C", "N", "C", "S", "C", "C", "C", "C", "C", "S", "H", "H", "H", "H", "H", "H", "H", "H", "H", "H", "H", "H", "H", "H", "H", "H", "H", "H", "H", "H", "H", "H", "H", "H", "H", "H", "H", "H", "H", "H", "H", "H", "H", "H", "N", "C", "C", "C", "C", "C", "C", "C", "C", "C", "C", "C", "C", "H", "H", "H", "H", "H", "H", "H", "H", "H", "H", "C", "N", "C", "C", "S", "N", "C", "C", "H", "H", "H", "H", "H", "H", "H", "H", "H", "H", "H", "H"], "positions_angstrom": [[-0.8329, -0.1655, 0.0005], [-1.3995, 5.1585, 1.8479], [-0.0143, 4.5643, 1.6267], [1.0453, 5.5746, 2.0586], [0.2235, 4.2003, 0.1579], [0.1221, 3.3375, 2.4966], [0.9566, 3.2614, 3.5947], [0.7481, 2.0622, 4.1719], [-0.2091, 1.3977, 3.4396], [-0.6467, -0.0262, 3.8875], [-2.1274, -0.3114, 3.4992], [-3.1337, 0.2944, 4.2151], [-4.3069, 0.0054, 3.6113], [-4.0211, -0.7902, 2.5207], [-2.6892, -0.9551, 2.4752], [-1.8172, -1.8606, 1.2590], [-5.0591, -1.3221, 1.5506], [-6.4314, -0.8593, 2.0290], [-5.0142, -2.8453, 1.5583], [-4.7917, -0.7390, 0.1642], [0.3737, -1.1203, 3.4606], [0.5954, -2.1892, 4.3031], [1.6088, -2.9132, 3.7972], [2.0337, -2.2881, 2.6391], [1.2481, -1.2066, 2.4414], [1.3413, -0.1166, 1.0838], [3.1986, -2.8759, 1.8540], [3.8197, -1.8915, 0.8712], [2.6884, -4.1103, 1.1224], [4.2599, -3.2712, 2.8850], [-0.5630, 2.1788, 2.4110], [-1.7410, 1.7889, 1.1803], [-1.5040, 6.0536, 1.2346], [-1.5326, 5.4463, 2.8907], [-2.1887, 4.4626, 1.5671], [0.9401, 6.4501, 1.4204], [2.0584, 5.1910, 1.9338], [0.9073, 5.9080, 3.0862], [0.6234, 5.0696, -0.3615], [-0.7103, 3.9283, -0.3308], [0.9447, 3.3861, 0.0543], [1.6047, 4.0621, 3.8880], [1.1794, 1.6331, 5.0571], [-0.6253, -0.0160, 5.0895], [-2.9319, 0.8631, 5.1040], [-5.3065, 0.2768, 3.8859], [-6.6733, -1.2340, 3.0233], [-7.1699, -1.2663, 1.3406], [-6.5316, 0.2262, 2.0139], [-5.1896, -3.2350, 2.5611], [-4.0706, -3.2364, 1.1846], [-5.8077, -3.2142, 0.9090], [-4.6965, 0.3478, 0.2097], [-5.6421, -0.9742, -0.4752], [-3.9020, -1.1629, -0.2993], [0.0235, -2.3256, 5.2018], [2.0766, -3.8013, 4.1730], [3.1873, -1.6652, 0.0157], [4.7277, -2.3670, 0.4985], [4.1098, -0.9569, 1.3513], [1.9759, -3.8397, 0.3451], [2.2193, -4.8196, 1.8043], [3.5310, -4.6103, 0.6450], [4.4814, -2.4499, 3.5662], [5.1757, -3.5238, 2.3541], [3.9779, -4.1467, 3.4669], [-0.7513, 1.2087, -1.6406], [-1.9943, 1.1526, -2.3850], [-2.7643, 2.2935, -2.5214], [-3.9708, 2.2177, -3.2033], [-4.3856, 1.0069, -3.7400], [-3.5991, -0.1266, -3.5950], [-2.3915, -0.0748, -2.9055], [-1.5409, -1.2740, -2.7197], [-1.4142, -2.2206, -3.7314], [-0.6316, -3.3523, -3.5574], [0.0489, -3.5607, -2.3621], [-0.0521, -2.6231, -1.3493], [-0.8426, -1.4844, -1.5249], [-0.6047, 2.1466, -1.2786], [0.0731, 0.9746, -2.2191], [-2.4228, 3.2344, -2.1080], [-4.5792, 3.1040, -3.3168], [-5.3262, 0.9425, -4.2684], [-3.9364, -1.0704, -4.0031], [-1.9217, -2.0605, -4.6743], [-0.5480, -4.0717, -4.3607], [0.6548, -4.4457, -2.2200], [0.4844, -2.7741, -0.4217], [4.5178, 1.4253, -5.2747], [3.9649, 1.3587, -3.9230], [3.5484, 2.6387, -3.3757], [3.5185, 0.2088, -3.3892], [2.2038, 0.1512, -2.3174], [4.1763, -0.9157, -3.7299], [5.6169, -0.9354, -3.9718], [3.5828, -2.2246, -3.5087], [3.9656, 2.1866, -5.8268], [4.3821, 0.4749, -5.7824], [5.5745, 1.6924, -5.2775], [4.3170, 3.3721, -3.6131], [3.4369, 2.5628, -2.2966], [2.5998, 2.9642, -3.8115], [6.0583, 0.0161, -3.6881], [5.8607, -1.1534, -5.0119], [6.0506, -1.7151, -3.3443], [2.5011, -2.1653, -3.6013], [3.8309, -2.6054, -2.5136], [3.9828, -2.9054, -4.2587]], "total_energy_ha": -3686.58078, "de_lowest_kcal_mol": 2.2, "homo_lumo_gap_ha": [0.2787, 0.1943], "multiplicity": 5, "total_charge": 2, "lumo_ha": [-0.1810, -0.2647]}